C40H85F3N8O14 | ωB97M-V with the def2-TZVPD basis set

Results
max |F|	0.07519	Eh/bohr
frontier orbital gap	9.19	eV
highest occupied orbital energy	-8.894	eV
LUMO level	0.30	eV
multiplicity	1

Last columns: bonded neighbours and bond lengths (Å).
CARTESIAN COORDINATES (ANGSTROEM)
1 C 0.05796 0.49835 2.45279  C2 1.548, H10 1.129, H11 1.087, H12 1.073
2 C -0.48632 -0.38173 1.30146  C1 1.548, O3 1.413, H13 1.139, H14 1.062
3 O 0.50121 -0.58835 0.31151  C2 1.413, C4 1.300
4 C 0.47171 0.08986 -0.79730  O3 1.300, O5 1.200, C6 1.552
5 O -0.38754 0.75501 -1.30584  C4 1.200
6 C 1.69973 -0.33691 -1.64520  C4 1.552, F7 1.317, F8 1.407, F9 1.309
7 F 2.77099 -0.45577 -0.88901  C6 1.317
8 F 1.42334 -1.61489 -2.16387  C6 1.407
9 F 1.89466 0.52949 -2.60659  C6 1.309
10 H -0.70125 0.73917 3.25292  C1 1.129
11 H 0.25433 1.49995 2.07899  C1 1.087
12 H 0.94078 0.04981 2.86532  C1 1.073
13 H -1.33704 0.27678 0.92718  C2 1.139
14 H -0.71853 -1.32347 1.73369  C2 1.062
15 C 1.07100 -5.24606 1.97187  O16 1.243, N17 1.356, H20 1.062
16 O 1.19004 -4.54933 2.99404  C15 1.243
17 N 2.13598 -5.73883 1.29320  C15 1.356, C18 1.490, C19 1.472
18 C 1.90016 -6.77194 0.24640  N17 1.490, H21 1.147, H22 1.072, H23 1.104
19 C 3.46291 -5.70773 1.93012  N17 1.472, H24 1.090, H25 1.135, H26 1.109
20 H 0.11532 -5.57174 1.64370  C15 1.062
21 H 2.17010 -7.80206 0.67198  C18 1.147
22 H 2.54535 -6.57588 -0.58667  C18 1.072
23 H 0.84752 -6.83388 -0.08023  C18 1.104
24 H 3.42766 -6.32522 2.82738  C19 1.090
25 H 4.24769 -6.11280 1.21751  C19 1.135
26 H 3.76159 -4.68699 2.24551  C19 1.109
27 C -2.34925 4.37643 4.05672  O28 1.262, N29 1.347, H32 1.056
28 O -1.31120 5.07784 3.90710  C27 1.262
29 N -2.73178 3.80294 5.21423  C27 1.347, C30 1.421, C31 1.470
30 C -3.87861 2.96439 5.25493  N29 1.421, H33 1.086, H34 1.079, H35 1.097
31 C -1.93590 3.84135 6.44974  N29 1.470, H36 1.082, H37 1.120, H38 1.066
32 H -2.98416 4.29173 3.21740  C27 1.056
33 H -4.34625 3.00209 4.27501  C30 1.086
34 H -4.63626 3.25495 5.96667  C30 1.079
35 H -3.61668 1.90472 5.36087  C30 1.097
36 H -1.09997 4.48521 6.20856  C31 1.082
37 H -2.54255 4.30528 7.26920  C31 1.120
38 H -1.78265 2.81177 6.67874  C31 1.066
39 C -1.11669 -0.44902 7.06349  O40 1.229, N41 1.353, H44 1.059
40 O -1.58735 0.67888 7.19174  C39 1.229
41 N 0.14422 -0.63547 6.61025  C39 1.353, C42 1.465, C43 1.483
42 C 0.49286 -1.99243 6.18171  N41 1.465, H45 1.094, H46 1.091, H47 1.054
43 C 1.07018 0.49477 6.35387  N41 1.483, H48 1.074, H49 1.125, H50 1.093
44 H -1.65586 -1.35721 7.13780  C39 1.059
45 H 1.57479 -2.11490 6.07513  C42 1.094
46 H 0.09475 -2.18973 5.18545  C42 1.091
47 H 0.02278 -2.71251 6.79065  C42 1.054
48 H 1.85598 0.01728 5.79803  C43 1.074
49 H 0.74037 1.31304 5.65584  C43 1.125
50 H 1.56889 0.91735 7.23020  C43 1.093
51 C -0.78729 0.02561 -6.59403  O52 1.193, N53 1.317, H56 1.125
52 O -0.76757 1.05758 -7.19244  C51 1.193
53 N 0.24620 -0.67507 -6.17624  C51 1.317, C54 1.486, C55 1.468
54 C 1.55833 -0.10785 -6.58270  N53 1.486, H57 1.055, H58 1.110, H59 1.111
55 C 0.19701 -2.11388 -5.88999  N53 1.468, H60 1.102, H61 1.116, H62 1.141
56 H -1.79854 -0.38081 -6.31584  C51 1.125
57 H 1.59754 0.91570 -6.32922  C54 1.055
58 H 1.68313 -0.16346 -7.68376  C54 1.110
59 H 2.37999 -0.68611 -6.10830  C54 1.111
60 H 0.97300 -2.32970 -5.13816  C55 1.102
61 H -0.73481 -2.33699 -5.31755  C55 1.116
62 H 0.32441 -2.74914 -6.82928  C55 1.141
63 C 3.62045 -3.91718 -5.16556  O64 1.225, N65 1.370, H68 1.079
64 O 3.71703 -3.23972 -6.18190  C63 1.225
65 N 4.19776 -3.62280 -3.95899  C63 1.370, C66 1.401, C67 1.431
66 C 3.97308 -4.52004 -2.90622  N65 1.401, H69 1.074, H70 1.106, H71 1.092
67 C 5.01940 -2.47231 -3.74060  N65 1.431, H72 1.124, H73 1.108, H74 1.090
68 H 2.94498 -4.75886 -5.17514  C63 1.079
69 H 3.22226 -5.24378 -3.16428  C66 1.074
70 H 3.59458 -3.93778 -2.04487  C66 1.106
71 H 4.88411 -5.01017 -2.55625  C66 1.092
72 H 4.40319 -1.65491 -3.27664  C67 1.124
73 H 5.82151 -2.70046 -3.01172  C67 1.108
74 H 5.59714 -2.17564 -4.61601  C67 1.090
75 C 2.29401 3.06357 0.94454  O76 1.199, N77 1.342, H80 1.055
76 O 1.76802 2.43002 0.07337  C75 1.199
77 N 1.78164 4.19002 1.46484  C75 1.342, C78 1.469, C79 1.496
78 C 2.40278 4.89982 2.59112  N77 1.469, H81 1.087, H82 1.083, H83 1.098
79 C 0.55264 4.88968 0.97600  N77 1.496, H84 1.083, H85 1.122, H86 1.082
80 H 3.29584 2.92799 1.24552  C75 1.055
81 H 3.24567 4.32133 2.96024  C78 1.087
82 H 1.69683 5.00154 3.40592  C78 1.083
83 H 2.77453 5.84573 2.17586  C78 1.098
84 H 0.44305 4.54350 -0.04450  C79 1.083
85 H -0.26902 4.66933 1.70740  C79 1.122
86 H 0.75553 5.95274 0.96245  C79 1.082
87 C -3.85574 -0.85550 2.00258  O88 1.264, N89 1.362, H92 1.136
88 O -3.62370 -1.31713 0.84952  C87 1.264
89 N -3.87833 -1.51297 3.19531  C87 1.362, C90 1.398, C91 1.460
90 C -4.26856 -0.81404 4.34146  N89 1.398, H93 1.056, H94 1.085, H95 1.094
91 C -3.28339 -2.84524 3.24384  N89 1.460, H96 1.065, H97 1.098, H98 1.170
92 H -4.33767 0.17158 2.06024  C87 1.136
93 H -3.49769 -0.70554 5.05447  C90 1.056
94 H -5.08598 -1.29737 4.86648  C90 1.085
95 H -4.52775 0.22931 4.13822  C90 1.094
96 H -2.95148 -3.06255 2.25515  C91 1.065
97 H -2.43879 -2.98580 3.93128  C91 1.098
98 H -4.08678 -3.62177 3.58963  C91 1.170
99 C -1.95236 -1.75482 -2.32458  O100 1.224, N101 1.382, H104 1.088
100 O -2.21805 -1.37802 -3.45871  C99 1.224
101 N -1.64016 -3.02045 -1.86687  C99 1.382, C102 1.447, C103 1.421
102 C -1.82136 -4.14779 -2.75532  N101 1.447, H105 1.060, H106 1.057, H107 1.057
103 C -1.22488 -3.23876 -0.52528  N101 1.421, H108 1.084, H109 1.089, H110 1.144
104 H -1.99790 -1.04264 -1.50278  C99 1.088
105 H -2.65890 -3.96231 -3.37717  C102 1.060
106 H -2.11947 -4.96587 -2.15551  C102 1.057
107 H -0.95788 -4.43210 -3.29535  C102 1.057
108 H -0.16136 -3.44167 -0.48036  C103 1.084
109 H -1.50006 -2.37099 0.07241  C103 1.089
110 H -1.85404 -4.11751 -0.14982  C103 1.144
111 C 0.02413 4.95272 -4.55148  C112 1.488, H115 1.067, H116 1.102, H117 1.172
112 C 1.19579 4.83084 -3.64252  C111 1.488, O113 1.215, C114 1.551
113 O 1.49943 5.63509 -2.78335  C112 1.215
114 C 2.00786 3.51917 -3.80098  C112 1.551, H118 1.106, H119 1.118, H120 1.111
115 H -0.56243 5.81691 -4.33514  C111 1.067
116 H -0.58735 4.03633 -4.53196  C111 1.102
117 H 0.40629 5.14955 -5.64151  C111 1.172
118 H 1.39963 2.66398 -3.45147  C114 1.106
119 H 3.00546 3.63693 -3.31081  C114 1.118
120 H 2.10566 3.27852 -4.88090  C114 1.111
121 C 3.76789 0.28506 2.19408  C122 1.474, H125 1.122, H126 1.070, H127 1.119
122 C 4.66011 -0.74959 1.64088  C121 1.474, O123 1.256, C124 1.521
123 O 4.49582 -1.97309 1.87365  C122 1.256
124 C 5.88424 -0.32576 0.84332  C122 1.521, H128 1.102, H129 1.101, H130 1.117
125 H 3.19645 -0.12079 3.07073  C121 1.122
126 H 3.07107 0.60631 1.44819  C121 1.070
127 H 4.41421 1.11485 2.57646  C121 1.119
128 H 5.71623 0.50323 0.13768  C124 1.102
129 H 6.24567 -1.19462 0.27087  C124 1.101
130 H 6.69702 -0.00205 1.53782  C124 1.117
131 C -2.46603 3.62557 -0.29150  C132 1.489, H135 1.073, H136 1.109, H137 1.093
132 C -3.17720 2.37179 0.08008  C131 1.489, O133 1.213, C134 1.498
133 O -3.47468 2.21201 1.24514  C132 1.213
134 C -3.58842 1.41135 -0.99277  C132 1.498, H138 1.071, H139 1.095, H140 1.098
135 H -2.75872 4.47351 0.29794  C131 1.073
136 H -2.41126 3.79503 -1.38583  C131 1.109
137 H -1.43965 3.34106 -0.04600  C131 1.093
138 H -4.44209 1.89978 -1.41688  C134 1.071
139 H -3.82133 0.48151 -0.46273  C134 1.095
140 H -2.80846 1.32111 -1.76042  C134 1.098
141 C -3.20238 1.99779 -5.25211  C142 1.504, H145 1.074, H146 1.068, H147 1.084
142 C -3.91190 2.96730 -4.34681  C141 1.504, O143 1.240, C144 1.542
143 O -3.26482 3.72381 -3.60672  C142 1.240
144 C -5.45196 3.02194 -4.41315  C142 1.542, H148 1.041, H149 1.078, H150 1.103
145 H -3.57767 0.99383 -5.18701  C141 1.074
146 H -2.18861 2.09393 -4.93046  C141 1.068
147 H -3.28751 2.28656 -6.29347  C141 1.084
148 H -5.81434 2.98687 -5.38791  C144 1.041
149 H -5.73283 3.89498 -3.84648  C144 1.078
150 H -5.73846 2.08544 -3.90652  C144 1.103

=====

C18H20FN5O3S | ωB97M-V with the def2-TZVPD basis set

Results
max |F|	0.01365	Eh/bohr
frontier orbital gap	8.05	eV
highest occupied orbital energy	-7.606	eV
LUMO level	0.45	eV
multiplicity	1
relative energy (zero: lowest compared OMol25 entry of this formula, charge and spin)	0.0	kcal/mol

Last columns: bonded neighbours and bond lengths (Å).
CARTESIAN COORDINATES (ANGSTROEM)
1 N 2.10838 -3.05854 -0.19540  C2 1.342, H29 1.006, H30 1.024
2 C 1.38573 -2.02007 0.25327  N1 1.342, N3 1.365, C18 1.389
3 N 0.06564 -2.27923 0.48367  C2 1.365, C4 1.288
4 C -0.72911 -1.31784 0.80282  N3 1.288, S5 1.761, N15 1.346
5 S -2.39434 -1.82740 1.06524  C4 1.761, C6 1.835
6 C -3.10575 -0.42756 2.01481  S5 1.835, C7 1.519, H31 1.090, H32 1.087
7 C -3.41344 0.73680 1.08977  C6 1.519, O8 1.226, N9 1.338
8 O -2.60960 1.66003 1.02282  C7 1.226
9 N -4.54200 0.70817 0.37203  C7 1.338, C10 1.446, C14 1.453
10 C -5.45216 -0.40584 0.22679  N9 1.446, C11 1.531, H33 1.087, H34 1.096
11 C -5.33576 -0.99160 -1.18286  C10 1.531, C12 1.526, H35 1.090, H36 1.091
12 C -5.60862 0.08916 -2.22502  C11 1.526, C13 1.526, H37 1.091, H38 1.093
13 C -4.66631 1.26880 -2.00249  C12 1.526, C14 1.527, H39 1.090, H40 1.092
14 C -4.80423 1.78184 -0.57057  N9 1.453, C13 1.527, H41 1.091, H42 1.095
15 N -0.35634 -0.03112 0.93109  C4 1.346, C16 1.398, H43 1.028
16 C 0.98206 0.33770 0.76906  N15 1.398, O17 1.224, C18 1.435
17 O 1.32548 1.50533 0.89746  C16 1.224
18 C 1.87827 -0.73581 0.44534  C2 1.389, C16 1.435, N19 1.406
19 N 3.19718 -0.27149 0.29820  C18 1.406, C20 1.345, H44 1.020
20 C 4.38702 -0.89851 0.26289  N19 1.345, O21 1.224, C22 1.496
21 O 4.55531 -2.10985 0.31727  C20 1.224
22 C 5.53808 0.05188 0.16212  C20 1.496, C23 1.392, C27 1.392
23 C 5.63473 1.16733 0.99006  C22 1.392, C24 1.383, H45 1.080
24 C 6.73494 2.00266 0.92553  C23 1.383, C25 1.386, H46 1.079
25 C 7.75764 1.74135 0.02794  C24 1.386, C26 1.383, H47 1.079
26 C 7.68169 0.64221 -0.80840  C25 1.383, C27 1.383, H48 1.079
27 C 6.58056 -0.19131 -0.72756  C22 1.392, C26 1.383, F28 1.343
28 F 6.51138 -1.23801 -1.56675  C27 1.343
29 H 1.66590 -3.96046 -0.14373  N1 1.006
30 H 3.12639 -2.98621 -0.10873  N1 1.024
31 H -2.37009 -0.11029 2.75381  C6 1.090
32 H -3.98035 -0.82164 2.52616  C6 1.087
33 H -5.24499 -1.18035 0.96155  C10 1.087
34 H -6.47069 -0.03301 0.38691  C10 1.096
35 H -6.04417 -1.81367 -1.28822  C11 1.090
36 H -4.32897 -1.39125 -1.31677  C11 1.091
37 H -5.47271 -0.31645 -3.22827  C12 1.091
38 H -6.64376 0.42802 -2.13663  C12 1.093
39 H -4.89106 2.07694 -2.69891  C13 1.090
40 H -3.63486 0.95257 -2.16916  C13 1.092
41 H -4.09196 2.58375 -0.37294  C14 1.091
42 H -5.82056 2.15064 -0.39793  C14 1.095
43 H -1.01536 0.74294 1.08322  N15 1.028
44 H 3.19040 0.74761 0.33113  N19 1.020
45 H 4.84949 1.36952 1.70378  C23 1.080
46 H 6.79479 2.85959 1.57860  C24 1.079
47 H 8.61571 2.39390 -0.02255  C25 1.079
48 H 8.46038 0.41878 -1.52048  C26 1.079